--- P ---
Formula: C46H36IN4O2ReS2
Source: the Open Molecules 2025 dataset
Level of theory: ωB97M-V/def2-TZVPD

```
92
C46H36IN4O2ReS2, DFT ωB97M-V/def2-TZVPD
Re 0.9067 0.6902 -0.0947
I 3.0497 0.3315 -1.6393
C 2.9375 2.3993 -2.2090
C 3.8221 2.8543 -3.1223
C 3.9270 4.2690 -3.3715
C 3.1653 5.1239 -2.7032
C 2.2290 4.6308 -1.6308
C 1.4405 5.5207 -0.8409
C 0.6849 5.0852 0.1766
C 0.5409 3.6800 0.3209
C 1.1426 2.7628 -0.5402
C 2.0722 3.2294 -1.4940
H 4.5948 2.1536 -3.5112
H 4.6460 4.6206 -4.1330
H 3.2568 6.2414 -2.8036
H 1.5107 6.5173 -1.1305
H 0.1357 5.7503 0.8316
H 0.0088 3.4265 1.1892
C -5.7953 4.4739 -0.1022
C -4.6162 3.5039 -0.2392
C -3.3587 3.8647 -0.7346
C -2.3119 2.9409 -0.6934
C -2.5863 1.6247 -0.2067
C -3.8446 1.2654 0.2806
C -4.8346 2.2193 0.2437
S -1.3397 0.3174 -0.1069
O -1.8555 -0.8685 0.5182
C -0.7858 -0.0894 -1.7553
C -0.7114 0.9082 -2.7388
C -0.0997 0.5928 -3.9417
C 0.4767 -0.6645 -4.1975
C 1.0679 -0.9274 -5.4370
C 1.6362 -2.1429 -5.6623
C 1.7472 -3.0673 -4.6162
C 1.2054 -2.8075 -3.3948
C 0.5209 -1.5999 -3.1033
C -0.1944 -1.4048 -1.9175
C -0.5090 -2.6088 -1.1262
C -1.6712 -3.3354 -1.4902
C -2.4484 -3.0617 -2.6697
C -3.4693 -3.8392 -3.0479
C -3.8847 -4.9134 -2.1720
C -3.1548 -5.2623 -1.0403
C -2.0025 -4.5089 -0.6826
C -1.1254 -4.9178 0.3570
C 0.0379 -4.2540 0.6349
C 0.2606 -3.0346 -0.0075
S 1.5150 -1.8624 0.4486
O 2.9442 -2.2069 0.1211
C 1.2890 -2.0412 2.2815
C 0.0309 -2.1330 2.9623
C 0.0611 -2.3349 4.3248
C 1.2510 -2.5275 5.0180
C 1.3677 -2.7902 6.5274
C 2.4467 -2.5304 4.2320
C 2.4733 -2.3106 2.9031
H -6.7214 3.9424 0.1302
H -5.8800 5.0111 -1.0301
H -5.5126 5.2753 0.5308
H -3.1205 4.7586 -1.2351
H -1.3044 3.2701 -0.9355
H -3.9189 0.2059 0.5440
H -5.8195 1.9834 0.5941
H -1.1406 1.8570 -2.4221
H -0.1466 1.3152 -4.7128
H 1.1851 -0.0936 -6.1741
H 2.0307 -2.4311 -6.6151
H 2.2316 -4.0413 -4.7315
H 1.1846 -3.5308 -2.5636
H -2.1273 -2.2124 -3.2892
H -4.0148 -3.5918 -3.9510
H -4.7409 -5.5632 -2.3525
H -3.4511 -6.0741 -0.4097
H -1.3974 -5.8441 0.8438
H 0.7166 -4.5733 1.4337
H -0.8586 -2.0092 2.3711
H -0.8597 -2.4829 4.9221
H 0.5923 -3.3465 6.9719
H 1.2056 -1.7739 7.1128
H 2.4724 -3.0198 6.8110
H 3.4569 -2.5640 4.6734
H 3.3529 -2.3793 2.2950
N 3.4061 1.4838 5.8937
C 2.4956 1.1604 5.0161
N 1.2897 0.8399 5.4403
N 2.7979 1.3905 3.7327
C 2.0455 1.1368 2.7346
N 1.5101 0.9601 1.7139
H 3.2412 1.3008 6.8520
H 4.3341 1.7690 5.5415
H 1.1380 0.4765 6.3881
H 0.5241 0.4421 4.8120
```

Values from the calculation:
* Kohn-Sham gap (spin up / spin down): 6.36 / 4.59 eV
* net charge: +3
* expectation value of S²: 3.801
* LUMO (spin up / spin down): -8.8 / -10.5 eV
* spin multiplicity: 4

Mulliken atomic charge list, values in e, 6 entries: 1.21 0.13 0.43 -0.42 -0.72 -0.85

***

--- Q ---
Formula: C46H36IN4O2ReS2
Source: the Open Molecules 2025 dataset
Level of theory: ωB97M-V/def2-TZVPD

```
92
C46H36IN4O2ReS2, DFT ωB97M-V/def2-TZVPD
Re -1.9563 1.6621 1.6601
I -0.7051 4.1327 2.7066
C -2.4757 5.1711 2.1965
C -2.7128 6.4614 2.6569
C -3.9176 7.1093 2.2570
C -4.8328 6.4408 1.4880
C -4.5800 5.1301 1.0494
C -5.5340 4.5217 0.2055
C -5.3384 3.2587 -0.3253
C -4.2121 2.5341 0.0727
C -3.2407 3.0434 1.0053
C -3.3957 4.4324 1.4386
H -2.0599 6.9665 3.3356
H -4.0808 8.1147 2.5870
H -5.7409 6.8865 1.1244
H -6.4452 5.0660 -0.0711
H -6.0783 2.8051 -0.9644
H -4.1154 1.5339 -0.3409
C 5.5996 4.3968 2.2467
C 4.3612 3.7768 1.6295
C 3.4836 4.4012 0.7282
C 2.3406 3.7322 0.2701
C 2.0838 2.4050 0.6345
C 2.9556 1.7541 1.5032
C 4.0463 2.4548 1.9732
S 0.7314 1.5664 -0.1968
O -0.1929 1.1114 0.9892
C 1.5126 0.1525 -0.8711
C 2.0737 0.7987 -2.0058
C 3.3319 0.5586 -2.4516
C 4.1558 -0.2673 -1.6485
C 5.5327 -0.4670 -1.9795
C 6.2606 -1.4181 -1.3249
C 5.6931 -2.1008 -0.2211
C 4.3857 -1.9034 0.0993
C 3.5235 -1.0697 -0.6397
C 2.1296 -1.0237 -0.3647
C 1.5793 -2.3765 0.0829
C 2.1878 -3.4933 -0.5663
C 2.8421 -3.3913 -1.8319
C 3.3395 -4.5038 -2.4167
C 3.3296 -5.7790 -1.7767
C 2.7038 -5.9159 -0.5868
C 2.0807 -4.7685 0.0411
C 1.2777 -4.9654 1.1674
C 0.4550 -3.9608 1.5783
C 0.5894 -2.6876 1.0207
S -0.7956 -1.6136 1.1409
O -1.8022 -2.2100 2.1167
C -1.3912 -1.9038 -0.5008
C -1.8728 -0.7818 -1.1855
C -2.3456 -0.8718 -2.4810
C -2.3540 -2.1144 -3.1498
C -2.8075 -2.1782 -4.5784
C -1.8824 -3.2295 -2.4485
C -1.3963 -3.1149 -1.1416
H 5.3709 5.4051 2.6215
H 6.3980 4.4724 1.5343
H 5.9353 3.7959 3.0893
H 3.6984 5.4135 0.3956
H 1.6329 4.2235 -0.3955
H 2.7726 0.7530 1.8016
H 4.7173 1.9566 2.6705
H 1.4568 1.5488 -2.4952
H 3.6386 1.0711 -3.3369
H 5.9310 0.0798 -2.8138
H 7.2617 -1.6585 -1.6321
H 6.3021 -2.7545 0.3524
H 3.9768 -2.4270 0.9356
H 2.8754 -2.4417 -2.3633
H 3.7884 -4.4012 -3.3999
H 3.7635 -6.6195 -2.2959
H 2.6747 -6.8938 -0.1093
H 1.2658 -5.9293 1.6688
H -0.3323 -4.1151 2.3329
H -1.8473 0.1977 -0.7319
H -2.7022 0.0084 -3.0260
H -2.1723 -1.5120 -5.1647
H -3.8184 -1.7631 -4.6436
H -2.8181 -3.1945 -4.9901
H -1.8636 -4.1879 -2.9216
H -0.9786 -3.9937 -0.6448
N -6.6193 -2.7115 2.5578
C -5.5104 -2.3529 1.9576
N -5.2053 -2.7356 0.7308
N -4.6225 -1.5601 2.6638
C -3.8650 -0.6489 2.3644
N -3.1765 0.3106 2.2225
H -7.2795 -3.3700 2.1227
H -6.8225 -2.4486 3.5015
H -5.8639 -3.2218 0.1295
H -4.2867 -2.5640 0.3752
```

Values from the calculation:
* Kohn-Sham gap (spin up / spin down): 4.31 / 4.56 eV
* net charge: +3
* expectation value of S²: 3.776
* LUMO (spin up / spin down): -9.9 / -9.6 eV
* spin multiplicity: 4

Mulliken atomic charge list, values in e, 6 entries: 0.87 0.25 0.38 -0.55 -0.67 -0.91

***

Energies in eV, measured from the most stable structure: P 0.000; Q 0.454.

***

--- P ---
Formula: C4H8ClN
Source: the Open Molecules 2025 dataset
Level of theory: ωB97M-V/def2-TZVPD

```
14
C4H8ClN, DFT ωB97M-V/def2-TZVPD
C -1.9519 0.6578 0.0445
C -0.0912 -1.5434 0.6618
C 1.8193 -0.2448 -0.2028
C -0.4923 0.6685 -0.3284
N 0.3503 -0.4510 -0.0004
Cl 1.1668 -2.6965 1.1005
H -2.5983 -0.1492 -0.5378
H -1.8602 0.2901 0.9848
H 2.2026 0.4732 0.5103
H 2.3560 -1.1674 -0.0998
H 1.9280 -0.0618 -1.2752
H -0.3192 1.0744 -1.2872
H -2.3857 1.6179 0.0867
H -0.1241 1.5321 0.3432
```

Values from the calculation:
* Kohn-Sham gap: 9.35 eV
* LUMO: 0.8 eV

Mulliken atomic charge list, values in e, 6 entries: -1.25 -0.29 -1.01 -0.30 0.26 -0.18

***

--- Q ---
Formula: C4H8ClN
Source: the Open Molecules 2025 dataset
Level of theory: ωB97M-V/def2-TZVPD

```
14
C4H8ClN, DFT ωB97M-V/def2-TZVPD
H -0.8807 0.5452 -1.4571
N -0.7410 -0.1846 -0.7674
C -1.6530 0.0109 0.0808
C -2.7837 1.0115 0.1924
H -1.7383 -0.6009 0.8869
H -2.6664 1.5514 1.1767
H -3.6416 0.5642 0.4581
H -2.8130 1.6131 -0.6253
C 2.5227 -1.4763 0.2157
C 2.9138 -0.2548 -0.1607
Cl 4.3576 0.7022 0.0457
H 3.2021 -2.0661 0.7428
H 1.5751 -1.8661 -0.1110
H 2.3463 0.4504 -0.6776
```

Values from the calculation:
* SMILES string: [H]/N=C\C.C=CCl
* Kohn-Sham gap: 10.41 eV
* LUMO: 0.9 eV

Mulliken atomic charge list, values in e, 6 entries: 0.19 -0.52 0.08 -1.12 0.38 0.27

***

--- R ---
Formula: C4H8ClN
Source: the Open Molecules 2025 dataset
Level of theory: ωB97M-V/def2-TZVPD

```
14
C4H8ClN, DFT ωB97M-V/def2-TZVPD
C -2.4517 -0.5329 0.2948
C -1.0251 0.2237 0.4466
C -0.0406 -0.3287 -0.2371
C 1.2260 0.4648 -0.3047
H -3.8733 0.8056 0.5210
H -4.3207 -0.2130 -1.1703
H -2.3979 -1.3229 -0.3176
H -2.7737 -0.7811 1.4652
H -0.6089 1.0037 1.0873
H -0.2542 -1.0367 -1.1323
H 1.5196 0.9387 -1.1641
H 0.8634 1.2350 0.4946
N -3.3816 0.3738 -0.3205
Cl 2.8980 -0.1299 0.0743
```

Values from the calculation:
* Kohn-Sham gap: 9.87 eV
* LUMO: 0.5 eV

Mulliken atomic charge list, values in e, 6 entries: -0.53 -0.20 -0.13 -0.31 0.24 0.28

***

Energies in eV, measured from the most stable structure: P 0.498; Q 0.000; R 2.163.

***

--- P ---
Formula: C6H9NO3
Source: the Open Molecules 2025 dataset
Level of theory: ωB97M-V/def2-TZVPD

```
19
C6H9NO3, DFT ωB97M-V/def2-TZVPD
C 0.3010 -0.8085 -2.0637
C 0.2202 -0.3005 -0.5958
C -0.9006 -0.1881 0.1477
N -2.1956 -0.5445 -0.3020
O -2.3296 -1.1045 -1.3779
O -3.1536 -0.3008 0.4154
C -0.7062 0.1238 1.5665
O 0.1931 1.1133 1.9491
C 1.1404 1.3944 0.9909
C 1.4708 0.1123 0.1159
H -0.3479 -0.2302 -2.6360
H 0.0335 -1.8291 -1.9960
H 1.3377 -0.7289 -2.2277
H -1.5846 0.4712 2.0366
H -0.3486 -0.7645 1.9669
H 2.0326 1.7475 1.4912
H 0.6112 2.2579 0.3658
H 1.9782 -0.6598 0.7296
H 2.2482 0.2390 -0.5764
```

Values from the calculation:
* SMILES string: CC1=C([N+](=O)[O-])COCC1
* Kohn-Sham gap: 9.40 eV
* LUMO: -0.4 eV

Mulliken atomic charge list, values in e, 6 entries: -1.47 0.94 0.12 0.98 -0.62 -0.61

***

--- Q ---
Formula: C6H9NO3
Source: the Open Molecules 2025 dataset
Level of theory: ωB97M-V/def2-TZVPD

```
19
C6H9NO3, DFT ωB97M-V/def2-TZVPD
C -0.9813 0.3439 1.2873
C 0.3241 -1.2530 -0.2858
C 0.8292 1.7505 0.2647
C 1.9073 -2.8158 0.4129
C -2.6008 0.9285 -0.8330
C -0.4861 1.0409 0.1825
N -1.3775 -0.2498 2.1961
O -0.2907 -1.8955 -1.0826
O 1.3471 -1.4815 0.4559
O -1.2704 1.4033 -0.8555
H 1.1861 1.9683 -0.7403
H 1.5619 1.1403 0.7903
H 0.7170 2.6972 0.8041
H 1.1586 -3.5349 0.7514
H 2.7642 -2.8081 1.0800
H 2.2062 -3.0565 -0.6084
H -2.6242 -0.1641 -0.8125
H -3.0703 1.2953 -1.7422
H -3.1341 1.3123 0.0450
```

Values from the calculation:
* Kohn-Sham gap (spin up / spin down): 8.05 / 7.74 eV
* LUMO (spin up / spin down): 0.0 / 0.1 eV

Mulliken atomic charge list, values in e, 6 entries: 0.43 0.58 -1.25 -0.67 -0.73 0.55

***

--- R ---
Formula: C6H9NO3
Source: the Open Molecules 2025 dataset
Level of theory: ωB97M-V/def2-TZVPD

```
19
C6H9NO3, DFT ωB97M-V/def2-TZVPD
H 1.9733 1.1515 -1.8074
N 1.0135 1.4801 -1.8773
C 0.2509 0.9084 -1.0383
O -1.0555 1.1968 -1.0690
C 0.5347 -0.3005 -0.1548
C 2.0293 -0.5694 -0.0200
C -0.2775 -1.5303 -0.6182
C -1.5288 -1.5110 0.2594
O -1.1863 -0.7180 1.4098
C -0.0845 -0.0010 1.2211
O 0.3420 0.7589 2.0522
H -1.2990 1.2083 -2.0353
H 2.1955 -1.3927 0.6858
H 2.4507 -0.8702 -0.9884
H 2.5596 0.3179 0.3489
H -0.5276 -1.4991 -1.6845
H 0.3094 -2.4377 -0.4334
H -2.3845 -1.0347 -0.2328
H -1.8208 -2.5025 0.6197
```

Values from the calculation:
* SMILES string: [H]/N=C(/O)[C@]1(C)CCOC1=O
* Kohn-Sham gap: 10.75 eV
* LUMO: 0.5 eV

Mulliken atomic charge list, values in e, 6 entries: 0.26 -0.83 0.26 -0.52 2.17 -2.26

***

--- S ---
Formula: C6H9NO3
Source: the Open Molecules 2025 dataset
Level of theory: ωB97M-V/def2-TZVPD

```
19
C6H9NO3, DFT ωB97M-V/def2-TZVPD
C -0.6798 -0.0887 -2.3953
N -0.1107 -0.8047 -1.5279
O -0.9666 -1.0799 -0.3925
C -0.3522 -1.9931 0.3573
C 0.4287 -1.6457 1.3634
O 0.6485 -0.5124 2.0088
C -0.0395 0.6287 1.5406
C 0.5900 1.2227 0.3066
C 0.0409 2.2030 -0.3467
O 1.5754 0.5136 -0.1505
H -1.5323 0.5127 -2.2117
H -0.3008 -0.2403 -3.3420
H -0.3442 -2.9775 -0.0699
H 0.9035 -2.4198 1.9168
H -0.1210 1.2578 2.4051
H -1.1085 0.3253 1.3100
H 0.3993 2.5907 -1.2515
H -0.5442 2.8764 0.1903
H 1.5135 -0.3687 0.2893
```

Values from the calculation:
* SMILES string: C=NO/C=C\OCC(=C)O
* Kohn-Sham gap: 9.63 eV
* LUMO: 0.9 eV

Mulliken atomic charge list, values in e, 6 entries: -0.41 -0.37 -0.17 0.08 -0.59 -0.48

***

Energies in eV, measured from the most stable structure: P 4.820; Q 3.767; R 0.000; S 5.540.

***

--- P ---
Formula: C6H9NO3
Source: the Open Molecules 2025 dataset
Level of theory: ωB97M-V/def2-TZVPD

```
19
C6H9NO3, DFT ωB97M-V/def2-TZVPD
N -1.5457 -0.0995 3.4543
C -1.0997 -0.4667 2.4487
C -0.3106 -0.5623 1.2012
C 0.7142 -1.7078 1.2750
O 1.2389 -2.0782 2.2887
O -1.1543 -0.6691 0.0945
C -0.6266 -0.1049 -1.0806
C -1.6057 0.5111 -2.0154
C -0.6619 1.3875 -1.2252
H 0.2625 0.3839 1.1407
H 0.9810 -2.1261 0.2824
H 0.2392 -0.6329 -1.4879
H -1.4349 0.3830 -3.0843
H -2.6507 0.5041 -1.7052
H -1.0864 1.9539 -0.3952
H 0.1688 1.8703 -1.7415
O 2.6414 0.2674 0.3808
H 2.4117 1.1811 0.0808
H 3.5187 0.0053 0.0882
```

Values from the calculation:
* SMILES string: N#C[C@@H](C=O)OC1CC1.O
* Kohn-Sham gap: 10.25 eV
* LUMO: 0.2 eV

Mulliken atomic charge list, values in e, 6 entries: -0.45 -0.07 0.90 -0.19 -0.46 -0.44

***

--- Q ---
Formula: C6H9NO3
Source: the Open Molecules 2025 dataset
Level of theory: ωB97M-V/def2-TZVPD

```
19
C6H9NO3, DFT ωB97M-V/def2-TZVPD
C 0.7210 0.4514 0.0717
C 1.9321 -0.2071 0.6837
C 0.8644 0.6759 -1.4195
C -1.8963 -0.0961 -0.3414
C -0.8908 -0.4348 2.0213
C -0.6388 -0.7062 0.2369
O -2.1212 1.1848 0.0179
N -0.3121 -1.9375 0.0129
O -2.6849 -0.7345 -0.9867
O -0.8197 0.3528 2.8382
H -2.9656 1.4852 -0.3511
H 0.4149 1.3657 0.5830
H -1.0613 -2.4440 -0.4556
H 2.8272 0.3877 0.4929
H 2.0662 -1.1922 0.2296
H 1.8318 -0.3358 1.7601
H 0.0077 1.1935 -1.8489
H 0.9705 -0.2852 -1.9247
H 1.7550 1.2762 -1.6204
```

Values from the calculation:
* Kohn-Sham gap (spin up / spin down): 8.28 / 8.28 eV
* LUMO (spin up / spin down): -0.7 / -0.7 eV

Mulliken atomic charge list, values in e, 6 entries: 0.26 -1.35 -1.40 0.31 0.11 0.95

***

--- R ---
Formula: C6H9NO3
Source: the Open Molecules 2025 dataset
Level of theory: ωB97M-V/def2-TZVPD

```
19
C6H9NO3, DFT ωB97M-V/def2-TZVPD
C -0.5230 1.1353 0.5143
C -1.5640 1.7275 1.0600
C 1.6007 -0.9210 0.1348
C 0.5445 -1.0284 -0.9461
C 1.7404 0.5283 0.6727
C -0.7650 -0.6975 -0.2889
N -1.7599 -0.4313 -1.2796
O -1.4567 -0.3129 -2.4536
O -2.9440 -0.3651 -0.9035
O 0.7039 1.4538 0.4505
H -1.2198 2.6083 1.7265
H -2.6121 1.5123 1.1372
H 1.1680 -1.6999 0.8174
H 2.5482 -1.2895 0.0168
H 0.6773 -0.2887 -1.6743
H 0.4957 -2.0312 -1.4583
H 1.9937 0.4894 1.8121
H 2.6737 0.9549 0.2509
H -1.3016 -1.3445 0.4113
```

Values from the calculation:
* Kohn-Sham gap: 9.57 eV
* LUMO: 0.2 eV

Mulliken atomic charge list, values in e, 6 entries: 0.63 -0.88 -0.71 -0.68 -0.35 -0.45

***

Energies in eV, measured from the most stable structure: P 0.000; Q 0.102; R 3.581.